(1)
60
Properties=species:S:1:pos:R:3:forces:R:3:mulliken_spin:R:1 method="wB97M-V/def2-TZVPD" charge=+1 e_tot_ha=-3646.97256 spin_multiplicity=4 homo_ev="-10.8363 / -10.8994" s_squared=3.795
Cr 0.817973 -0.080760 -0.008593 0.2 0.2 -0.7 3.2145
O -1.296600 -1.144174 3.268452 0.0 0.0 -0.1 0.0155
C -0.870241 -0.862871 2.179036 0.1 0.0 0.0 0.0017
N 0.322452 -0.240625 1.855085 -0.2 0.1 0.6 -0.0118
C 1.184248 0.248065 2.814592 -0.1 -0.1 -0.1 -0.0079
O 1.147957 0.106782 4.010282 0.0 0.1 0.0 0.0158
C 2.307325 1.011524 2.149217 0.0 0.1 0.1 0.0176
C 3.131449 1.834609 2.891167 0.0 0.0 0.0 -0.0035
C 4.134606 2.536726 2.242864 -0.1 -0.1 -0.1 0.0115
C 4.284219 2.362977 0.873153 0.1 0.1 0.2 -0.0076
C 3.419301 1.522369 0.202008 0.0 -0.1 -0.3 0.0360
N 2.433779 0.859575 0.817405 0.4 0.3 0.4 -0.1181
C -1.638290 -1.174329 0.918031 -0.1 -0.1 0.0 0.0193
C -2.909332 -1.710258 0.975254 0.0 0.0 0.0 -0.0059
C -3.560146 -2.011502 -0.210389 0.1 0.0 0.0 0.0104
C -2.909705 -1.759704 -1.410779 -0.1 0.0 0.1 -0.0048
C -1.644578 -1.206431 -1.383483 0.1 0.0 -0.2 0.0308
N -1.014477 -0.916593 -0.242771 -0.6 -0.3 0.0 -0.0962
H 2.959665 1.908707 3.955920 0.0 0.0 0.0 -0.0004
H 4.788254 3.202893 2.788914 0.0 0.0 0.0 0.0005
H 5.061673 2.878305 0.327716 0.0 0.0 0.0 -0.0001
H 3.514396 1.369540 -0.865685 -0.1 0.0 0.0 -0.0042
H -3.356311 -1.873951 1.945643 0.0 0.0 0.0 -0.0005
H -4.553485 -2.438827 -0.196820 0.0 0.0 0.0 0.0005
H -3.379141 -1.985796 -2.357082 0.0 0.0 0.0 -0.0003
H -1.111893 -0.985185 -2.300120 0.0 0.0 0.0 -0.0049
S -0.178811 2.068800 -0.617087 -0.1 -0.1 0.3 -0.0983
C 0.696815 1.613650 -2.006956 0.2 0.0 0.0 0.0368
N 1.338373 0.460548 -1.943793 -0.1 0.1 -0.1 -0.0460
C 2.129703 0.240344 -3.060915 0.2 0.0 -0.3 0.0049
C 2.996656 -0.828023 -3.267847 0.0 0.0 0.1 -0.0029
C 3.730877 -0.872769 -4.438175 0.0 0.0 0.0 -0.0012
C 3.618083 0.132525 -5.399314 0.0 0.0 0.0 0.0018
C 2.776526 1.211725 -5.196193 0.0 0.0 -0.1 0.0003
C 2.038473 1.257544 -4.022436 -0.1 -0.1 0.2 0.0004
S 0.947258 2.508431 -3.469721 0.0 -0.1 0.1 0.0080
H 3.081047 -1.591775 -2.507570 0.0 -0.1 0.0 -0.0008
H 4.413745 -1.694276 -4.613754 0.0 0.0 0.0 -0.0001
H 4.202399 0.067772 -6.306936 0.0 0.0 0.0 0.0002
H 2.703006 2.010266 -5.922443 0.0 0.0 0.0 -0.0002
C 5.095521 -4.171662 -0.508629 0.1 0.0 -0.1 -0.0001
N 3.656678 -4.023265 -0.694178 0.0 0.1 0.0 0.0008
C 3.172248 -4.475595 -1.989598 0.0 0.0 -0.1 -0.0002
C 2.894087 -3.356832 0.196546 0.0 0.0 0.0 0.0080
S 1.475990 -2.511783 -0.317626 -0.1 -0.1 -0.1 -0.0203
N 3.221116 -3.452801 1.486441 0.1 0.1 0.0 0.0001
C 2.688432 -2.533844 2.477076 -0.1 0.1 0.2 0.0028
C 3.898577 -4.622900 2.034911 0.0 -0.1 0.1 0.0005
H 5.600933 -3.725054 -1.367741 0.0 0.0 0.0 -0.0003
H 5.391309 -5.220807 -0.450786 0.0 0.0 0.0 0.0000
H 5.421730 -3.649534 0.384760 0.0 0.0 -0.1 0.0000
H 3.318942 -5.555230 -2.067620 0.0 0.0 0.0 0.0000
H 3.728937 -4.003157 -2.801201 0.0 0.1 0.0 -0.0002
H 2.118684 -4.249786 -2.099963 0.0 0.0 0.0 0.0003
H 2.530238 -1.565389 2.024477 0.1 0.0 -0.1 -0.0041
H 3.408437 -2.428373 3.287544 0.0 0.0 0.0 -0.0001
H 1.739731 -2.882227 2.892334 0.0 0.0 0.0 0.0021
H 3.920545 -5.425919 1.303630 0.0 0.0 0.0 0.0000
H 3.335108 -4.970107 2.901293 0.0 0.1 0.0 -0.0002
H 4.914807 -4.394113 2.359329 0.0 0.0 0.0 0.0001

=====

(2)
8
Properties=species:S:1:pos:R:3:forces:R:3:nbo_charge:R:1 method="wB97M-V/def2-TZVPD" charge=+1 e_tot_ha=-245.18097 homo_ev="-17.6329 / -17.6340"
C -0.949369 0.349942 0.006811 0.0 1.8 -1.3 -0.4700
N 0.275130 -0.366348 -0.019146 3.4 -4.3 -0.9 -0.0227
O 2.461424 -0.274680 0.072284 -0.7 -0.6 -0.3 -0.0590
O 1.353326 0.284170 0.000282 0.7 2.1 0.6 0.2432
H -1.627358 -0.385711 -0.338629 -1.1 -0.2 -1.1 0.2693
H -1.239632 0.474255 1.012983 -0.1 0.6 1.5 0.2721
H -0.866858 1.385357 -0.552633 -0.3 -2.3 0.9 0.2992
H 0.593334 -1.466987 -0.181954 -1.8 2.8 0.7 0.4680

=====

(3)
74
Properties=species:S:1:pos:R:3:forces:R:3:mulliken_charge:R:1 method="wB97M-V/def2-TZVPD" charge=+2 e_tot_ha=-2658.83623 homo_ev=-13.5584
Mo -0.716395 0.355361 0.443241 -1.0 -0.6 0.4 -0.5680
O -2.063119 1.325394 1.662635 0.1 0.1 0.1 -0.6429
S -1.647061 0.821464 3.049302 0.0 0.1 0.0 1.9155
O -1.025216 1.775378 3.891119 0.0 0.0 0.1 -0.6179
N -0.674075 -0.265850 2.379458 0.0 0.1 -0.1 0.4032
C 0.253238 -1.191031 2.886511 0.0 0.0 0.0 0.7503
C 0.493628 -1.582320 4.170585 0.0 0.0 0.0 -0.7005
C 1.452636 -2.600775 4.398029 0.0 0.0 0.0 -0.8988
C 2.128951 -3.198086 3.371445 0.0 0.0 0.0 -0.9551
C 1.889235 -2.795792 2.032151 0.0 0.0 0.0 0.6114
C 2.518258 -3.330961 0.888637 0.0 0.0 0.0 -0.5274
C 2.194655 -2.853410 -0.358791 0.0 0.0 0.0 -1.0826
C 1.251634 -1.830154 -0.484444 0.0 0.0 0.0 -0.4789
N 0.657064 -1.295682 0.574512 -0.1 0.0 -0.1 0.6541
C 0.953284 -1.777296 1.820366 0.0 0.0 0.0 0.2551
C -2.989566 0.064876 3.824231 0.0 0.0 -0.1 0.2881
C -3.722743 -0.905363 3.139150 0.0 0.0 0.0 -0.4896
C -4.795436 -1.490021 3.780285 0.0 0.0 0.0 -0.6298
C -5.119807 -1.107561 5.080686 0.0 0.0 0.0 -0.5240
C -4.379996 -0.141483 5.748112 0.0 0.0 0.0 -0.7481
C -3.300914 0.460985 5.121848 0.0 0.0 0.0 -0.2208
H -0.028636 -1.135054 5.006404 0.0 0.0 0.0 0.5278
H 1.644445 -2.908561 5.416468 0.0 0.0 0.0 0.4304
H 2.854310 -3.976355 3.567044 0.0 0.0 0.0 0.4769
H 3.250401 -4.121199 1.000435 0.0 0.0 0.0 0.5023
H 2.654179 -3.250739 -1.251988 0.0 0.0 0.0 0.4712
H 0.976504 -1.443724 -1.458113 0.0 0.0 0.0 0.7042
H -3.463323 -1.196035 2.128423 0.0 0.0 0.0 0.3642
H -5.384550 -2.239482 3.270272 0.0 0.0 0.0 0.4368
H -5.963735 -1.569324 5.575513 0.0 0.0 0.0 0.4350
H -4.645711 0.150335 6.754346 0.0 0.0 0.0 0.4279
H -2.719739 1.226194 5.617630 0.0 0.0 0.0 0.5344
C -6.252153 -4.943831 0.676883 0.0 0.0 0.0 -1.2315
C -5.690319 -4.417810 -0.614576 0.0 0.0 0.0 0.7943
C -6.529592 -3.967867 -1.631999 0.0 0.0 0.0 -0.7886
C -6.013781 -3.517093 -2.836687 0.0 0.0 0.0 -0.7042
C -4.639059 -3.507159 -3.025293 0.0 0.0 0.0 -0.0804
C -3.781611 -3.957559 -2.030450 0.0 0.0 0.0 -0.2327
C -4.312666 -4.407491 -0.832156 0.0 0.0 0.0 -0.4978
S -3.976054 -2.877611 -4.539673 -0.1 0.0 0.1 1.3297
O -4.854642 -3.223892 -5.605860 0.0 0.0 0.0 -0.6810
O -2.576528 -3.180958 -4.530601 0.1 0.0 0.0 -0.6773
N -4.099247 -1.243899 -4.402764 0.0 0.0 0.0 -0.2214
C -3.167063 -0.478117 -3.635982 0.1 0.0 -0.1 -0.9752
C -3.588248 -0.345819 -2.132485 0.1 0.0 0.0 0.5061
C -2.403873 -0.042307 -1.323214 0.1 0.2 -0.1 1.0597
O -2.061009 1.127440 -0.934960 -0.2 -0.1 0.2 -0.6917
O -1.570301 -0.954912 -0.935475 0.3 0.1 0.0 -0.7584
H -7.337619 -4.869235 0.698883 0.0 0.0 0.0 0.3814
H -5.851674 -4.397905 1.533973 0.0 0.0 0.0 0.1539
H -5.986098 -5.992629 0.814677 0.0 0.0 0.0 0.3485
H -7.602637 -3.993643 -1.489635 0.0 0.0 0.0 0.3685
H -6.672756 -3.198772 -3.634481 0.0 0.0 0.0 0.4555
H -2.715953 -3.979369 -2.216257 0.0 0.0 0.0 0.5428
H -3.649766 -4.790485 -0.064364 0.0 0.0 0.0 0.4818
H -4.903390 -0.826826 -4.844704 0.0 0.0 0.0 0.2861
H -3.051637 0.512128 -4.074589 0.0 0.0 0.0 0.3780
H -2.202185 -0.984334 -3.699105 0.0 0.0 0.0 0.4210
H -3.963384 -1.318481 -1.807386 0.0 0.0 0.0 -0.1799
H -4.338158 0.429832 -1.991302 0.0 0.0 0.0 0.4040
C 2.151051 2.237613 -1.372399 0.0 0.0 0.0 -1.5405
C 1.679722 2.320831 0.076001 0.0 0.0 0.0 1.3596
C 2.723159 1.788883 1.059087 0.0 0.0 0.0 -1.4242
C 1.205479 3.724566 0.448409 0.0 0.0 0.0 -1.5913
N 0.506705 1.440684 0.213477 0.5 0.2 -0.3 0.2636
H 2.992035 2.918169 -1.502641 0.0 0.0 0.0 0.4526
H 1.362909 2.537952 -2.062055 0.0 0.0 0.0 0.4137
H 2.490286 1.231696 -1.622940 0.0 0.0 0.0 0.3510
H 3.614713 2.411293 0.985044 0.0 0.0 0.0 0.4713
H 3.007111 0.763360 0.817785 0.0 0.0 0.0 0.3017
H 2.356358 1.837006 2.084691 0.0 0.0 0.0 0.3898
H 2.056628 4.401814 0.379503 0.0 0.0 0.0 0.4576
H 0.824828 3.756265 1.469087 0.0 0.0 0.0 0.3943
H 0.434269 4.075241 -0.236360 0.0 0.0 0.0 0.4049

=====

(4)
16
Properties=species:S:1:pos:R:3:forces:R:3:nbo_charge:R:1 method="wB97M-V/def2-TZVPD" charge=+1 e_tot_ha=-379.42041 homo_ev=-15.1364
C 1.923904 -0.091070 0.729640 0.1 -0.8 2.1 0.5536
C 0.144559 0.939733 -0.718137 -2.0 0.6 2.9 0.4220
C -2.301416 1.041252 -0.166545 -0.3 -2.0 -0.8 -0.4233
N 1.341934 0.569962 -0.334791 1.8 -0.3 -3.4 -0.5866
N -0.862292 0.800960 0.104581 -1.6 -1.1 -0.2 -0.4845
O 3.048087 -0.512772 0.741376 -1.0 0.5 -0.7 -0.4724
O 0.663399 -2.203522 0.103274 0.5 0.7 -0.3 -0.9774
H 1.227794 -0.190073 1.564675 0.2 0.1 0.4 0.1371
H 0.111851 1.530520 -1.639228 -0.6 -0.5 0.2 0.2511
H -2.737358 0.002170 -0.154648 0.2 1.0 -0.3 0.2268
H -2.703561 1.498716 0.692765 -0.5 1.0 0.8 0.2352
H -2.609620 1.530724 -1.101239 0.7 0.0 0.4 0.2473
H 1.786354 0.383139 -1.217588 1.7 0.3 0.0 0.4287
H -0.893673 0.086279 0.894729 1.3 1.4 -1.4 0.4497
H 1.617584 -2.384772 0.101188 -0.4 -0.2 0.0 0.4950
H 0.242447 -3.001244 0.399943 -0.3 -0.7 0.2 0.4977